No. 1
The following is a DFT calculation (ωB97M-V/def2-TZVPD) of a cluster of 2 separate species, CH8NO in total at a distorted geometry.

Computed properties:
charge = +1
LUMO level = -3.89 eV
F_max = 1.144 eV/A
orbital gap = 11.666 eV

Bonds (Å) are listed after each position.
Positions of all 11 atoms, in Å:
1 N -0.60 0.62 -1.60  H2 0.999, H3 1.019, H4 1.061, H5 1.022
2 H -0.80 -0.28 -2.00  N1 0.999
3 H -1.12 1.40 -2.01  N1 1.019
4 H -0.78 0.51 -0.56  N1 1.061
5 H 0.39 0.82 -1.77  N1 1.022
6 C 0.82 -0.67 1.26  O7 1.450, H8 1.094, H9 1.089, H10 1.089
7 O -0.36 0.13 1.01  C6 1.450, H11 0.963
8 H 1.41 -0.65 0.34  C6 1.094
9 H 1.42 -0.25 2.06  C6 1.089
10 H 0.54 -1.70 1.48  C6 1.089
11 H -0.91 0.08 1.80  O7 0.963

Charge distribution, natural (NBO) scheme, values in e: -0.8817 0.4433 0.4516 0.4849 0.4435 -0.2549 -0.7731 0.1732 0.2068 0.1985 0.5078

No. 2
The following is a DFT calculation (ωB97M-V/def2-TZVPD) of a cluster of 2 separate species, C4H2F2O in total at a distorted geometry.

Computed properties:
LUMO level = -2.53 eV
F_max = 3.379 eV/A
orbital gap = 8.363 eV

Bonds (Å) are listed after each position.
Positions of all 9 atoms, in Å:
1 C 1.54 0.66 -2.41  C2 1.263
2 C 0.87 -0.14 -1.70  C1 1.263, C3 1.778, C4 1.391
3 C 0.25 -0.02 -0.04  C2 1.778, C4 1.480, O5 1.362, H8 1.077
4 C 0.60 -1.21 -0.85  C2 1.391, C3 1.480, F6 1.278
5 O -0.96 0.44 0.37  C3 1.362, H9 0.993
6 F -0.06 -2.27 -1.13  C4 1.278
7 F 2.57 -2.03 -0.41  no bonds
8 H 1.07 0.42 0.50  C3 1.077
9 H -1.60 -0.29 0.18  O5 0.993

Charge distribution, natural (NBO) scheme, values in e: 0.3463 -0.5787 0.2223 0.6822 -0.5972 -0.2305 -0.5958 0.2524 0.4989

No. 3
The following is a DFT calculation (ωB97M-V/def2-TZVPD) of a cluster of 12 separate species, C52H80N12 in total at a distorted geometry.

Computed properties:
charge = +1
multiplicity = 2
LUMO level (alpha / beta) = -3.83 / -7.61 eV
F_max = 3.759 eV/A
orbital gap (alpha / beta) = 5.399 / 1.614 eV

Bonds (Å) are listed after each position.
Positions of all 144 atoms, in Å:
1 N 0.12 -4.40 -3.36  C2 1.346, C5 1.400, H6 1.010
2 C -0.10 -4.77 -2.08  N1 1.346, C3 1.453, H7 1.080
3 C 1.12 -5.46 -1.70  C2 1.453, C4 1.399, H8 1.080
4 C 2.00 -5.45 -2.78  C3 1.399, C5 1.384, H9 1.080
5 C 1.42 -4.69 -3.78  N1 1.400, C4 1.384, H10 1.080
6 H -0.51 -3.79 -3.86  N1 1.010
7 H -0.96 -4.49 -1.49  C2 1.080
8 H 1.37 -5.74 -0.69  C3 1.080
9 H 3.03 -5.70 -2.56  C4 1.080
10 H 1.67 -4.35 -4.78  C5 1.080
11 N -1.76 -5.68 1.04  C12 1.354, C15 1.433, H16 1.010
12 C -2.84 -5.68 1.87  N11 1.354, C13 1.445, H17 1.080
13 C -2.62 -4.56 2.76  C12 1.445, C14 1.399, H18 1.080
14 C -1.34 -4.04 2.56  C13 1.399, C15 1.380, H19 1.080
15 C -0.86 -4.63 1.41  N11 1.433, C14 1.380, H20 1.080
16 H -1.49 -6.30 0.30  N11 1.010
17 H -3.62 -6.42 1.79  C12 1.080
18 H -3.28 -4.28 3.57  C13 1.080
19 H -0.92 -3.21 3.11  C14 1.080
20 H 0.09 -4.43 0.93  C15 1.080
21 N 3.76 -3.20 4.28  C22 1.347, C25 1.417, H26 1.010
22 C 2.98 -2.13 4.05  N21 1.347, C23 1.392, H27 1.080
23 C 1.64 -2.51 4.01  C22 1.392, C24 1.468, H28 1.080
24 C 1.57 -3.97 4.16  C23 1.468, C25 1.383, H29 1.080
25 C 2.90 -4.32 4.33  N21 1.417, C24 1.383, H30 1.080
26 H 4.76 -3.16 4.38  N21 1.010
27 H 3.45 -1.19 3.80  C22 1.080
28 H 0.75 -1.89 3.93  C23 1.080
29 H 0.74 -4.66 4.23  C24 1.080
30 H 3.38 -5.25 4.59  C25 1.080
31 N -5.15 3.12 -4.09  C32 1.411, C35 1.364, H36 1.010
32 C -5.15 2.33 -2.92  N31 1.411, C33 1.402, H37 1.080
33 C -6.52 2.34 -2.61  C32 1.402, C34 1.397, H38 1.080
34 C -7.33 2.84 -3.63  C33 1.397, C35 1.466, H39 1.080
35 C -6.38 3.56 -4.48  N31 1.364, C34 1.466, H40 1.080
36 H -4.30 3.53 -4.44  N31 1.010
37 H -4.26 1.89 -2.48  C32 1.080
38 H -7.00 1.71 -1.88  C33 1.080
39 H -8.41 2.77 -3.63  C34 1.080
40 H -6.51 4.14 -5.39  C35 1.080
41 N -5.87 -0.36 3.03  C42 1.359, C45 1.348, H46 1.010
42 C -4.66 -0.94 2.85  N41 1.359, C43 1.383, H47 1.080
43 C -4.33 -0.92 1.51  C42 1.383, C44 1.378, H48 1.080
44 C -5.21 -0.06 0.89  C43 1.378, C45 1.413, H49 1.080
45 C -6.23 0.16 1.84  N41 1.348, C44 1.413, H50 1.080
46 H -6.34 -0.15 3.90  N41 1.010
47 H -4.08 -1.38 3.65  C42 1.080
48 H -3.47 -1.42 1.08  C43 1.080
49 H -5.04 0.15 -0.16  C44 1.080
50 H -7.13 0.73 1.71  C45 1.080
51 N 4.21 -0.29 1.44  C52 1.361, C55 1.402, H56 1.010
52 C 5.43 0.18 1.06  N51 1.361, C53 1.345, H57 1.080
53 C 5.61 1.43 1.51  C52 1.345, C54 1.381, H58 1.080
54 C 4.43 1.83 2.10  C53 1.381, C55 1.383, H59 1.080
55 C 3.52 0.79 2.00  N51 1.402, C54 1.383, H60 1.080
56 H 3.91 -1.18 1.08  N51 1.010
57 H 6.10 -0.50 0.55  C52 1.080
58 H 6.46 2.09 1.44  C53 1.080
59 H 4.15 2.77 2.56  C54 1.080
60 H 2.45 0.76 2.11  C55 1.080
61 N 2.52 -0.73 -2.60  C62 1.404, C65 1.334, H66 1.010
62 C 3.50 0.28 -2.57  N61 1.404, C63 1.342, H67 1.080
63 C 3.54 1.06 -3.66  C62 1.342, C64 1.456, H68 1.080
64 C 2.38 0.61 -4.42  C63 1.456, C65 1.409, H69 1.080
65 C 1.81 -0.45 -3.69  N61 1.334, C64 1.409, H70 1.080
66 H 2.27 -1.37 -1.86  N61 1.010
67 H 4.07 0.32 -1.65  C62 1.080
68 H 4.27 1.84 -3.78  C63 1.080
69 H 2.12 1.13 -5.33  C64 1.080
70 H 0.92 -1.04 -3.88  C65 1.080
71 N -1.48 -1.21 -5.82  C72 1.344, C75 1.386, H76 1.010
72 C -2.32 -0.83 -4.84  N71 1.344, C73 1.405, H77 1.080
73 C -2.96 -1.92 -4.22  C72 1.405, C74 1.344, H78 1.080
74 C -2.53 -2.98 -4.92  C73 1.344, C75 1.389, H79 1.080
75 C -1.70 -2.57 -5.96  N71 1.386, C74 1.389, H80 1.080
76 H -0.87 -0.76 -6.49  N71 1.010
77 H -2.38 0.16 -4.42  C72 1.080
78 H -3.66 -1.95 -3.41  C73 1.080
79 H -2.88 -3.98 -4.71  C74 1.080
80 H -1.14 -3.10 -6.71  C75 1.080
81 N 4.67 -3.13 -1.10  C82 1.382, C85 1.372, H86 1.010
82 C 3.38 -3.21 -0.63  N81 1.382, C83 1.400, H87 1.080
83 C 3.49 -3.55 0.72  C82 1.400, C84 1.414, H88 1.080
84 C 4.83 -3.83 1.05  C83 1.414, C85 1.345, H89 1.080
85 C 5.50 -3.52 -0.08  N81 1.372, C84 1.345, H90 1.080
86 H 4.98 -2.91 -2.04  N81 1.010
87 H 2.52 -2.97 -1.24  C82 1.080
88 H 2.64 -3.68 1.38  C83 1.080
89 H 5.24 -4.26 1.95  C84 1.080
90 H 6.57 -3.60 -0.26  C85 1.080
91 N -1.31 0.48 0.45  C92 1.403, C95 1.401, H96 1.010
92 C -0.50 -0.61 0.80  N91 1.403, C93 1.391, H97 1.080
93 C -0.37 -1.47 -0.29  C92 1.391, C94 1.423, H98 1.080
94 C -1.18 -0.95 -1.34  C93 1.423, C95 1.418, H99 1.080
95 C -1.67 0.30 -0.89  N91 1.401, C94 1.418, H100 1.080
96 H -1.47 1.29 1.04  N91 1.010
97 H 0.01 -0.57 1.75  C92 1.080
98 H 0.14 -2.42 -0.36  C93 1.080
99 H -1.26 -1.37 -2.33  C94 1.080
100 H -2.04 1.20 -1.36  C95 1.080
101 C 3.79 5.24 -2.66  C102 1.487, H108 1.090, H109 1.090, H110 1.090
102 C 2.53 4.61 -2.19  C101 1.487, N103 1.440, H111 1.090, H112 1.090
103 N 2.62 4.43 -0.76  C102 1.440, C104 1.422, C106 1.472
104 C 2.57 3.06 -0.39  N103 1.422, C105 1.567, H113 1.090, H114 1.090
105 C 1.20 2.30 -0.41  C104 1.567, H115 1.090, H116 1.090, H117 1.090
106 C 1.70 5.25 0.04  N103 1.472, C107 1.474, H118 1.090, H119 1.090
107 C 1.96 5.25 1.49  C106 1.474, H120 1.090, H121 1.090, H122 1.090
108 H 4.75 4.74 -2.52  C101 1.090
109 H 3.95 6.25 -2.28  C101 1.090
110 H 3.59 5.41 -3.72  C101 1.090
111 H 1.67 5.23 -2.46  C102 1.090
112 H 2.33 3.67 -2.70  C102 1.090
113 H 3.20 2.45 -1.05  C104 1.090
114 H 2.90 2.96 0.64  C104 1.090
115 H 0.58 2.52 -1.28  C105 1.090
116 H 1.40 1.22 -0.40  C105 1.090
117 H 0.49 2.70 0.31  C105 1.090
118 H 0.67 4.88 -0.04  C106 1.090
119 H 1.70 6.29 -0.29  C106 1.090
120 H 1.45 6.13 1.89  C107 1.090
121 H 3.04 5.36 1.59  C107 1.090
122 H 1.87 4.29 2.00  C107 1.090
123 C 0.76 2.33 3.49  C124 1.498, H130 1.090, H131 1.090, H132 1.090
124 C -0.43 3.18 3.82  C123 1.498, N125 1.488, H133 1.090, H134 1.090
125 N -1.47 2.70 2.87  C124 1.488, C126 1.478, C128 1.465
126 C -2.31 1.63 3.45  N125 1.478, C127 1.586, H135 1.090, H136 1.090
127 C -3.45 2.16 4.43  C126 1.586, H137 1.090, H138 1.090, H139 1.090
128 C -2.28 3.79 2.32  N125 1.465, C129 1.489, H140 1.090, H141 1.090
129 C -2.82 3.41 0.99  C128 1.489, H142 1.090, H143 1.090, H144 1.090
130 H 0.97 2.36 2.42  C123 1.090
131 H 0.57 1.32 3.86  C123 1.090
132 H 1.64 2.80 3.92  C123 1.090
133 H -0.74 3.12 4.86  C124 1.090
134 H -0.07 4.19 3.61  C124 1.090
135 H -1.72 0.92 4.03  C126 1.090
136 H -2.98 1.06 2.82  C126 1.090
137 H -2.97 2.72 5.22  C127 1.090
138 H -3.87 1.33 5.00  C127 1.090
139 H -4.26 2.66 3.89  C127 1.090
140 H -3.11 4.06 2.98  C128 1.090
141 H -1.71 4.72 2.25  C128 1.090
142 H -3.51 4.18 0.66  C129 1.090
143 H -1.94 3.35 0.36  C129 1.090
144 H -3.27 2.41 1.00  C129 1.090

Results of the Mulliken charge analysis, in e, for atoms 1 through 99: 0.0874 -0.6064 -0.3128 -0.8398 -0.6555 0.3113 0.5628 0.5199 0.4314 0.4458 0.0803 -0.8748 -0.8446 -0.1247 -0.2558 0.2832 0.4348 0.4204 0.4979 0.2856 0.0834 -1.1099 0.1985 -0.7906 -0.7097 0.2560 0.5829 0.6421 0.5106 0.4132 -0.0067 -0.3915 -0.3571 -0.4500 -0.2427 0.2884 0.9231 0.4152 0.4196 0.4022 0.0884 -0.8149 -0.4917 0.1248 -0.9997 0.2667 0.5485 0.5838 0.3812 0.3576 0.6615 -0.4569 -1.2821 0.0110 -1.2365 0.1202 0.4304 0.4464 0.5440 0.8302 0.6499 -0.6842 -0.4483 -0.8202 -0.5191 -0.1959 0.4558 0.5708 0.3715 0.5922 0.0939 -0.7076 -0.0415 -0.9168 -0.3338 0.2382 0.5267 0.5001 0.4168 0.4173 0.2649 -0.3666 0.3041 -0.2833 -1.1822 0.2429 -0.0743 0.2607 0.5119 0.4223 2.3906 -1.4961 0.0494 -0.2996 -1.4396 -0.8371 0.4545 0.1484 0.3530

Question: What is the formula in the second record?
Answer: C4H2F2O

Question: The lowest F_max belongs to which entry?
Answer: CH8NO

Question: What is the F_max in the second record?
Answer: 3.379 eV/A